Entry from the Open Molecules 2025 dataset: one molecule with the formula C7H8 (ωB97M-V with the def2-TZVPD basis set).

```
15
Properties=species:S:1:pos:R:3:forces:R:3
C 0.042 -1.408 0.670 0.00 -0.03 0.03
C -0.645 -0.039 0.595 0.11 -0.03 0.31
C 0.360 1.102 0.307 -0.07 0.05 0.10
C 1.307 0.869 -0.791 0.28 -0.07 -0.36
C 2.131 0.713 -1.656 -0.37 0.04 0.40
C -1.639 -0.325 -1.538 -0.49 0.15 0.32
C -1.905 0.006 -0.313 0.41 -0.18 -0.53
H 0.619 -1.633 -0.235 -0.20 0.12 0.13
H 0.735 -1.420 1.521 -0.08 0.00 -0.14
H -0.693 -2.205 0.816 0.09 0.13 -0.01
H -1.068 0.173 1.580 0.17 0.01 0.03
H -0.195 2.026 0.110 0.11 -0.10 0.04
H 0.944 1.263 1.222 -0.05 0.01 -0.13
H 2.872 0.581 -2.415 -0.20 0.01 0.13
H -2.863 0.295 0.126 0.29 -0.11 -0.32
```
Positions in Å, forces in eV/Å.

Relative energy (zero: lowest compared OMol25 entry of this formula, charge and spin): 136.6 kcal per mole
Highest occupied orbital energy: -10.0 eV
Maximum force: 0.01346 Eh/bohr

=====

Entry from the Open Molecules 2025 dataset: C7H8AlCl2N2O3SY as an isolated structure at a distorted geometry (ωB97M-V with the def2-TZVPD basis set).

```
25
Properties=species:S:1:pos:R:3:forces:R:3
Y -5.296 2.550 0.583 1.74 -1.19 -1.44
Al -1.037 0.125 0.035 -1.50 -1.47 -1.24
Cl -3.919 2.685 -1.440 -1.00 0.24 1.29
Cl -3.071 0.396 0.991 1.90 -0.26 -0.61
C 0.723 0.514 0.749 8.95 2.15 2.50
C -7.074 4.033 -0.086 -5.65 4.34 -4.01
C -6.431 4.234 1.978 -4.00 5.57 4.27
O 1.873 0.707 0.946 -7.59 -1.38 -1.31
O -7.895 4.787 -0.420 4.34 -4.01 1.66
O -7.158 5.057 2.385 4.25 -4.66 -1.91
S 0.054 -0.928 -1.750 -1.01 0.43 0.11
C 1.626 -1.702 -1.343 2.70 -0.95 0.70
N 2.788 -1.301 -1.878 -1.72 0.36 0.23
C 4.125 -1.813 -1.518 0.18 -0.39 0.13
C 4.022 -3.193 -0.907 0.72 -0.38 -0.21
C 2.809 -3.503 -0.074 0.76 -0.96 -0.14
N 1.650 -2.765 -0.536 -1.78 1.48 0.31
H 2.778 -0.640 -2.629 -0.22 0.58 -0.29
H 4.624 -1.046 -0.894 -0.29 -0.44 -0.25
H 4.701 -1.982 -2.433 -0.13 0.68 0.00
H 4.916 -3.366 -0.315 0.09 -0.06 0.08
H 4.063 -3.932 -1.708 0.02 0.16 -0.09
H 3.026 -3.449 1.000 -0.60 0.63 -0.12
H 2.601 -4.550 -0.271 -0.29 -0.19 0.22
H 0.733 -3.067 -0.235 0.14 -0.30 0.14
```
Positions in Å, forces in eV/Å.

Relative energy (zero: lowest compared OMol25 entry of this formula, charge and spin): 32.4 kcal per mole
Highest occupied orbital energy: -21.4 eV
Maximum force: 0.18545 Eh/bohr
Total charge: +4

=====

Entry from the Open Molecules 2025 dataset: one molecule with the formula C7H8Cl3N3O at a distorted geometry (ωB97M-V with the def2-TZVPD basis set).

```
22
Properties=species:S:1:pos:R:3:forces:R:3
C -3.219 -0.327 1.279 3.47 -2.97 0.38
C -1.184 -1.824 -0.339 2.32 0.48 4.97
C -0.090 -0.993 -0.925 0.12 0.30 -1.35
C -2.232 -1.267 1.730 -2.57 2.33 1.41
C -2.270 -1.522 3.198 -0.28 -0.34 0.15
C 1.626 0.869 -2.095 -0.23 -0.09 -0.28
C 2.137 2.296 -2.227 -0.14 -0.17 0.26
N -3.965 0.521 1.076 -2.51 2.45 -1.13
N -1.336 -1.815 1.023 2.05 -1.41 -3.61
N 0.589 -0.207 -0.208 -0.84 -0.43 1.18
O 1.495 0.644 -0.688 0.57 0.37 -0.32
Cl -0.880 -3.536 -0.810 -0.17 -0.95 -1.22
Cl -2.695 -1.308 -1.289 -2.26 0.31 -0.75
Cl 2.181 2.777 -3.937 0.04 -0.07 -0.05
H -0.006 -1.115 -2.005 0.23 0.13 -0.02
H -2.912 -0.804 3.702 0.03 0.00 0.11
H -1.269 -1.487 3.612 0.14 0.06 0.06
H -2.668 -2.524 3.357 -0.04 -0.14 0.26
H 0.649 0.776 -2.581 0.13 0.07 0.00
H 2.327 0.151 -2.537 -0.14 0.03 0.03
H 1.463 2.974 -1.704 0.11 -0.05 -0.05
H 3.140 2.386 -1.818 -0.03 0.05 -0.03
```
Positions in Å, forces in eV/Å.

Relative energy (zero: lowest compared OMol25 entry of this formula, charge and spin): 0.0 kcal per mole
Expectation value of S²: 2.019
Highest occupied orbital energy (spin up / spin down): -6.0 / -10.2 eV
Maximum force: 0.10701 Eh/bohr
Spin multiplicity: 3

=====

Table of DFT total energy (eV), in record order: -7382.825, -59988.486, -51465.340